The following is a quantum chemistry calculation of C3H2O4S in the gas phase at a distorted geometry, from the OMol25 dataset.

Atoms and positions in Å:
O: -1.461 -1.707 0.191
C: -0.569 -0.713 -0.030
O: 0.724 -1.145 -0.138
C: 1.568 0.035 -0.188
S: 3.121 -0.119 0.148
O: 0.850 1.130 -0.277
C: -0.382 0.671 0.027
O: -1.394 1.661 0.067
H: -1.477 -2.114 -0.583
H: -0.980 2.301 0.784

Output
- Electronic energy: -22165.4396 eV
- Charge: 0
- HOMO-LUMO gap: 8.9 eV
- Strongest force on any atom: 6.90 eV Å⁻¹

The following is a quantum chemistry calculation of C3H2O4S in the gas phase at a distorted geometry, from the OMol25 dataset.

Atoms and positions in Å:
O: -0.136 -0.065 -2.591
C: -0.031 0.759 -1.512
O: -0.173 2.123 -1.444
C: -0.131 0.356 -0.037
O: -0.349 1.204 0.790
C: 0.125 -1.171 0.498
O: 0.119 -2.182 -0.208
S: 0.286 -1.049 2.323
H: -0.031 2.477 -0.362
H: 0.322 -2.452 2.541

Output
- Electronic energy: -22165.8017 eV
- Charge: 0
- HOMO-LUMO gap: 8.3 eV
- Strongest force on any atom: 9.14 eV Å⁻¹

The following is a quantum chemistry calculation of C3H2OS in the gas phase at a distorted geometry, from the OMol25 dataset.

Atoms and positions in Å:
C: 2.574 -0.386 -0.049
C: 1.380 -0.327 0.033
C: -0.055 0.182 0.070
O: -0.280 1.490 -0.024
S: -1.476 -0.636 -0.013
H: 3.647 -0.259 0.050
H: -1.185 1.702 0.023

Output
- Electronic energy: -16022.9513 eV
- Charge: 0
- HOMO-LUMO gap: 8.5 eV
- Strongest force on any atom: 5.10 eV Å⁻¹